Record 1
Here is C20H29N3O4 in the gas phase from the OMol25 dataset. Energies are from ωB97M-V/def2-TZVPD.

Geometry as XYZ:
```
56
Properties=species:S:1:pos:R:3:forces:R:3
H -3.90231 -1.61281 0.93690 0.056 -0.107 -0.102
H -0.16488 -0.16989 -1.64600 0.016 0.009 -0.052
O 2.45651 -0.76000 -2.30092 0.032 0.046 -0.395
H -8.74777 1.51993 1.15760 -0.083 0.019 0.036
C -6.25381 -0.44389 -0.01729 0.282 -0.174 -0.156
H -0.62288 1.53093 0.05084 0.048 0.059 0.013
H -7.13635 3.27313 0.48842 -0.011 0.091 0.004
N 4.74850 -0.04669 0.47948 0.150 -0.100 0.089
C 5.64115 0.56144 1.44998 -0.021 0.339 -0.050
C 0.27427 -0.15037 1.11925 0.353 -0.164 -0.029
H 0.87657 1.20534 -1.98436 0.008 -0.129 0.003
H 6.39113 2.55252 1.88075 -0.086 -0.029 0.010
H 4.56776 -0.19606 -1.59881 0.034 -0.020 -0.043
H -0.00866 0.22947 2.10741 0.051 -0.043 -0.065
H -6.03414 -1.49171 -0.15122 0.055 -0.067 -0.014
N 2.22704 -1.08100 -0.08606 0.099 -0.240 0.186
H 4.30146 2.15328 -0.99815 0.044 -0.024 -0.041
O -0.44988 -2.38136 0.52079 0.178 -0.405 -0.142
H -4.42091 -1.65125 -1.55247 0.027 0.074 -0.002
C 3.34176 -2.00229 -0.06788 0.309 -0.069 -0.165
C 5.31830 1.73731 -1.06255 -0.047 -0.306 -0.239
C -7.79775 1.24878 0.72365 -0.154 -0.055 0.064
H -2.83378 -0.91192 -1.85248 -0.105 -0.077 0.076
H 3.61956 -2.17799 -1.10797 -0.044 -0.048 0.177
H 1.61822 -1.69120 1.78472 0.029 0.100 -0.040
H -4.96617 2.63289 -0.50638 0.085 0.085 -0.039
H 1.09441 1.70245 0.41535 -0.040 0.037 0.045
C -3.64978 -0.99881 -1.12948 0.183 -0.543 0.184
N -2.01801 -0.77286 0.67493 -0.392 0.259 -0.089
O 6.14734 2.35647 -0.10375 0.144 0.061 -0.051
H 3.01639 -2.95044 0.37304 0.013 0.029 -0.046
C -5.67898 1.88169 -0.20357 0.150 -0.122 -0.061
C 0.67404 0.41608 -1.25826 0.083 0.105 0.004
H 4.68603 2.48976 1.33990 0.073 -0.028 0.032
O -4.12156 0.32024 -0.96019 -0.115 0.312 0.070
H 5.74547 1.97628 -2.03718 -0.085 -0.027 0.017
H 6.25324 -0.20938 -1.00481 -0.024 0.001 0.002
C -6.89343 2.23036 0.34915 0.046 -0.011 -0.012
C -5.34687 0.53957 -0.39308 -0.106 0.194 0.065
C -0.74418 -1.22403 0.72338 0.062 0.481 0.410
C -7.47168 -0.08076 0.53528 -0.097 0.103 0.051
H 6.66328 0.14792 1.37978 -0.039 0.009 0.039
H 5.25898 0.37731 2.45756 0.030 -0.001 0.002
C 1.66903 -0.76119 1.20876 -0.320 0.055 0.289
C 5.24829 0.22574 -0.86039 -0.046 0.335 -0.093
C 4.53590 -1.45939 0.73189 -0.192 0.083 -0.031
H -2.71840 -2.58618 0.01752 -0.113 0.072 0.034
H 5.42578 -2.06674 0.49015 -0.056 0.007 0.076
H 2.33957 -0.06222 1.72502 -0.058 -0.048 0.018
C 1.87404 -0.51541 -1.25599 -0.272 0.202 -0.118
H 4.33799 -1.57236 1.80183 0.069 -0.017 -0.009
C 0.32553 0.99145 0.10441 -0.125 -0.078 -0.031
H -2.21149 0.21101 0.77839 0.160 -0.039 0.037
H -8.16850 -0.85463 0.82175 -0.051 -0.060 0.021
C -3.10861 -1.58016 0.18351 -0.220 0.074 -0.296
C 5.69351 2.06835 1.19469 0.031 -0.207 0.358
```
Forces are in eV/Å.

charge	0
SMILES string	O=C(NCCOc1ccccc1)[C@@H]1CCC(=O)N(CCN2CCOCC2)C1
LUMO energy	0.6	eV
Kohn-Sham gap	9.330	eV

***

Record 2
Here is a molecular structure, C20H30AsN2NiOS3 in a non-equilibrium geometry from the OMol25 dataset. Energies are from ωB97M-V/def2-TZVPD.

Geometry as XYZ:
```
58
Properties=species:S:1:pos:R:3:forces:R:3
C -13.78325 -1.74872 -0.39626 -0.337 0.523 0.441
C -18.84821 6.38805 1.53292 -0.686 0.002 -0.245
H -14.21773 0.68270 2.80464 0.091 -0.093 -0.024
C -16.87699 3.40442 0.23730 0.643 1.501 -0.807
H -15.56989 3.34550 2.79104 -0.151 -0.110 0.215
N -17.25950 -0.92324 1.74310 0.439 0.505 -0.071
H -19.29569 0.52890 -2.02372 -0.006 -0.017 -0.208
H -15.67816 1.73003 -1.75072 0.073 0.102 -0.112
C -16.91612 3.45147 -1.33346 -0.389 0.209 0.692
S -19.53660 3.91383 1.20783 1.072 0.615 -0.369
H -12.32708 1.49878 0.59732 -0.685 -0.108 -0.821
H -12.29920 0.55075 -0.94076 -0.365 0.362 0.360
H -20.93652 -0.09592 -0.33211 0.413 -0.104 0.164
H -19.53672 0.71814 0.34282 -0.005 0.229 -0.226
H -20.94886 5.74690 1.84173 0.076 0.220 0.291
C -13.94938 -0.23691 2.28041 -0.009 -0.080 -0.510
C -19.65653 -1.31169 0.94332 -0.388 -0.499 -0.025
H -18.89564 7.45399 1.73860 -0.035 -0.260 0.007
C -18.69654 -1.05587 2.09394 -0.239 -0.144 0.706
H -18.80718 -1.89800 2.80108 0.047 0.290 -0.228
C -15.46640 3.87738 0.71450 -0.122 -0.545 0.197
H -20.61560 -1.52266 1.45185 0.335 0.080 -0.347
H -12.76317 -1.89229 -0.01443 -0.308 -0.145 -0.281
S -14.30971 4.61322 -0.34097 0.005 0.174 1.022
H -19.53815 -1.25247 -2.03335 -0.156 0.339 0.123
H -17.68681 4.30685 -4.65329 0.113 -0.111 -0.112
C -13.64722 4.27263 2.15308 -0.855 0.217 -0.963
N -17.69001 -0.59663 -1.26759 0.566 -0.694 -0.511
C -16.52231 2.79458 -3.51915 -0.530 0.485 -0.278
H -12.26230 5.32762 0.84000 -0.057 -0.079 -0.187
O -17.13978 2.15199 0.67468 -0.110 -1.509 0.402
C -19.16489 -0.39116 -1.46271 0.487 -0.210 0.643
C -17.89576 4.37855 0.81019 -0.141 0.915 0.214
H -16.76076 6.23644 0.87780 0.062 -0.118 -0.034
H -12.87055 -0.41703 2.34239 -0.218 0.130 0.039
H -19.38591 -2.24544 0.45096 0.030 -0.319 -0.035
C -17.33394 3.88241 -3.72780 0.009 0.083 0.774
H -17.51911 -1.59290 -1.07542 -0.106 0.497 -0.341
C -16.29294 2.53469 -2.14330 -0.569 0.864 0.301
H -16.87594 -1.83549 1.49069 -0.138 0.131 0.258
H -16.73914 -0.59736 2.57553 -0.399 -0.323 -0.613
Ni -16.68061 0.42418 0.15357 -1.422 1.011 0.921
H -13.10085 4.26768 3.08145 0.096 0.106 0.032
As -14.41329 -0.00614 0.36132 1.886 -0.718 0.056
H -16.10832 2.19598 -4.31372 0.014 0.010 -0.182
H -13.79220 -1.65240 -1.49111 0.092 -0.138 0.364
H -17.17019 -0.36753 -2.12496 -0.491 -0.296 0.207
H -14.43919 -2.58264 -0.07932 0.394 0.449 -0.172
C -17.70171 5.72932 1.03904 0.108 -1.069 -0.045
H -13.31513 2.03071 -0.85718 0.039 -0.123 0.320
C -19.86134 -0.22197 -0.11175 -0.341 0.442 0.053
C -12.93791 1.17798 -0.28619 0.279 -0.630 0.462
H -19.01577 -0.16408 2.65392 0.295 -0.068 -0.339
S -17.83634 4.65646 -2.23501 1.335 -1.797 -0.244
C -13.20785 4.82214 0.97698 0.339 -0.239 0.155
C -14.97720 3.76260 1.99823 0.107 0.006 -0.816
C -19.91328 5.54121 1.62393 -0.258 -0.208 -0.017
H -14.46095 -1.09655 2.73629 0.065 0.260 -0.254
```
Forces are in eV/Å.

charge	+1
spin multiplicity	3
LUMO energy (alpha / beta)	-2.6 / -3.3	eV
Kohn-Sham gap (alpha / beta)	7.874 / 7.253	eV

***

Record 3
Here is a molecular structure, C20H30BN10O6PPbS3 in a non-equilibrium geometry from the OMol25 dataset. Energies are from ωB97M-V/def2-TZVPD.

Geometry as XYZ:
```
72
Properties=species:S:1:pos:R:3:forces:R:3
H 0.82650 5.02067 2.14503 -0.189 -0.033 -0.049
C 0.42814 -4.42706 -3.11996 0.158 0.329 0.322
H -1.98240 5.06269 2.24520 0.077 -0.009 -0.035
O 1.11441 2.52010 -1.08259 0.775 0.151 0.384
H 0.95980 -4.86060 -0.03835 -0.028 -0.036 0.013
H -4.37013 2.54269 -2.08055 -0.049 -0.139 -0.096
O 2.99715 1.32533 -0.07129 -0.170 0.315 -0.013
H -0.00129 -3.81441 -3.91125 0.001 0.018 -0.078
N -1.91634 -0.97334 0.26390 -0.019 0.087 0.097
N -1.65614 1.81972 -0.52074 0.056 0.180 0.000
H -3.06410 4.72122 -1.08375 -0.049 0.053 -0.042
N -0.61913 0.04501 -2.63142 -0.174 0.371 -0.326
Pb 0.16847 0.11436 -0.32251 0.575 -0.493 0.688
O 0.01966 -0.17937 2.45665 0.015 0.306 -0.093
C 1.77257 -4.33604 -0.53812 -0.159 0.318 -0.303
C 2.31291 -1.63233 4.87740 0.011 0.017 -0.001
C -0.86377 -0.58281 -4.75825 -0.036 -0.063 0.012
C -1.65640 3.14101 -0.39992 -0.270 -0.058 -0.089
H 1.89424 -0.83879 8.14146 -0.046 -0.068 0.042
H -3.06954 -0.82649 -4.50828 -0.094 0.040 0.037
H -0.36612 -5.03373 -2.68895 -0.016 -0.031 0.059
S 2.51287 3.91786 1.04029 0.117 -0.526 0.428
N -0.84122 2.53320 3.24573 0.493 0.017 -0.226
H 2.48358 -5.05060 -0.94804 0.021 -0.057 -0.063
S 2.52018 2.55921 -0.66517 -0.386 -0.376 -1.210
H -1.76616 2.91140 3.36324 0.016 -0.007 0.108
C -3.45055 2.58912 -1.52699 0.006 0.279 0.031
C -2.15129 -1.98826 1.08477 -0.080 -0.062 -0.060
C -2.09395 -0.58180 -4.12782 0.132 -0.029 -0.117
C 2.53530 -1.60571 6.24134 -0.058 0.046 -0.023
H -0.45788 0.30125 4.74710 -0.036 -0.159 0.132
H 2.69278 -1.54929 -2.00598 0.114 0.011 0.021
C -3.32633 -2.64409 0.71228 -0.006 0.070 -0.104
C -1.14583 5.35090 2.88866 -0.165 -0.030 0.106
H 2.20255 -2.11554 -3.61939 -0.004 0.007 -0.003
H 3.37372 -2.14483 6.65966 0.066 -0.013 -0.040
C 1.69346 -0.88794 7.08024 -0.035 0.060 0.066
H 2.26106 -3.67758 0.17723 0.009 0.000 0.052
N -2.74843 1.48699 -1.22392 -0.464 0.255 -0.011
O 1.66414 -1.64686 0.98458 -0.497 0.337 0.298
N 1.78673 -1.65002 2.22476 0.833 -0.618 0.283
S 1.57646 2.43090 2.16248 0.001 0.331 0.276
H -0.69035 1.52498 3.23862 -0.169 -0.388 -0.305
H -4.07511 0.02426 -2.29172 -0.174 -0.062 -0.083
H -1.47947 -2.20653 1.89595 0.108 0.093 -0.001
H -3.78243 -3.49900 1.17369 -0.051 -0.062 0.056
H 1.09044 -0.01025 -3.81996 0.129 0.020 0.006
C 0.02914 -0.17213 -3.76506 -0.173 -0.024 -0.019
C 0.37548 -0.23227 5.17790 0.003 0.037 -0.315
H 1.20376 -5.07286 -3.52512 0.081 -0.032 -0.027
N -1.91610 -0.19204 -2.85558 -0.186 -0.225 -0.339
H 3.34418 -3.07627 -2.64933 0.048 -0.016 -0.006
H -0.06269 0.32886 7.19180 -0.028 0.064 0.021
H -1.44597 5.23995 3.93248 0.036 0.027 0.003
H -4.63792 -2.08836 -1.00844 -0.093 0.032 -0.086
H -0.64805 -0.83382 -5.78022 -0.007 0.010 -0.075
H -0.90453 6.39326 2.70418 -0.084 0.017 0.028
C 0.60943 -0.21552 6.54366 0.062 0.005 0.091
O 3.39627 3.20100 -1.59660 0.222 0.368 0.185
H -0.83270 3.64949 0.06255 0.193 0.009 0.109
C -3.76954 -1.94464 -0.39309 -0.014 -0.146 0.152
P 1.06035 -3.28820 -1.84068 0.288 -0.751 -0.327
H 2.96851 -2.17373 4.21531 0.031 -0.029 0.022
C 0.12842 3.25789 2.70622 0.009 0.323 -0.019
N 0.04254 4.57311 2.60884 0.003 -0.161 -0.215
C 2.47053 -2.42849 -2.61185 -0.384 -0.139 0.252
N 1.00204 -0.93049 2.93571 -0.469 0.451 -0.314
B -2.99873 0.07195 -1.78397 0.401 0.064 0.267
C 1.23123 -0.93343 4.33910 0.210 -0.210 0.343
N -2.90789 -0.94695 -0.63811 -0.390 -0.272 -0.133
C -2.78520 3.68589 -1.01626 -0.035 -0.027 0.102
O -0.03031 -2.38958 -1.37567 -0.014 0.241 0.158
```
Forces are in eV/Å.

charge	0
LUMO energy	0.1	eV
Kohn-Sham gap	7.671	eV

***

Record 4
Here is a molecular structure, C20H30CaO17 in a non-equilibrium geometry from the OMol25 dataset. Energies are from ωB97M-V/def2-TZVPD.

Geometry as XYZ:
```
68
Properties=species:S:1:pos:R:3:forces:R:3
C 12.49708 -16.93319 4.97211 -1.272 2.434 -1.649
H 14.12526 -23.93325 0.49880 0.230 -0.247 0.155
H 12.12242 -22.75830 11.76954 1.488 -0.098 -0.499
C 11.55244 -23.07417 9.62898 -0.571 -4.282 -0.333
O 16.96963 -22.47002 8.89555 -3.083 -6.156 -0.790
Ca 16.13988 -21.03432 7.12431 2.402 -0.844 0.236
O 16.70208 -24.49752 6.40005 -0.464 -3.134 -1.034
O 17.41770 -19.02163 7.07643 -1.349 0.680 -1.760
C 14.72905 -25.18264 5.17077 -0.203 0.801 0.279
C 18.16843 -18.08263 6.68198 1.707 -1.269 3.293
H 12.20808 -25.13241 10.37478 0.831 0.774 -0.299
H 18.69578 -17.55408 4.67481 0.500 0.576 0.241
H 13.94249 -16.55558 3.29255 -0.651 -1.275 -0.503
H 17.30024 -22.58124 1.25667 -0.303 -0.288 -1.111
O 15.97906 -20.32200 4.25907 0.069 -1.682 -3.122
H 13.22706 -23.66713 2.01043 0.068 0.121 -0.017
C 19.31162 -21.65408 5.82590 -0.866 -2.342 2.150
H 11.47263 -14.85484 4.81438 -0.189 -0.790 -0.979
H 17.04618 -17.73888 4.90065 -0.452 0.220 0.189
O 19.17902 -17.78316 7.39043 -0.589 1.016 -1.655
C 13.23014 -21.76396 9.21499 4.238 0.680 -1.705
O 12.53913 -21.21958 10.22861 -0.925 -0.015 2.108
C 11.75687 -22.29239 10.85444 -0.643 0.755 0.181
O 17.70456 -20.62077 9.26822 0.298 2.637 2.293
O 14.15848 -19.37097 6.61941 -0.974 1.622 -1.463
H 11.42990 -25.13348 8.79770 -0.293 0.216 0.106
H 10.76359 -22.05097 11.23288 -0.084 1.304 -0.415
C 19.60207 -20.63529 4.71864 -0.439 -0.368 -0.821
C 15.52795 -24.27790 6.07676 3.829 4.734 1.687
H 15.37211 -26.00914 4.86833 -0.521 -0.408 0.554
C 15.26670 -22.83264 2.06304 -0.259 -0.538 -1.438
O 18.13241 -21.95144 6.20379 -0.933 1.870 -1.605
C 17.24513 -21.68362 9.75235 1.828 4.044 0.078
H 16.13106 -22.11954 11.61047 -0.115 -0.167 -0.032
H 20.34596 -21.05842 4.04359 0.863 0.223 0.477
H 19.82925 -19.63446 5.08582 0.367 -0.211 0.158
C 17.12559 -21.79300 11.30651 0.143 -0.341 -0.660
H 10.73972 -22.59954 9.07915 -0.477 -0.411 -0.091
O 20.23146 -22.30547 6.36616 1.590 1.024 -1.193
H 17.85991 -22.51648 11.66068 -0.030 -0.204 0.057
H 15.75349 -23.69437 2.51973 -0.294 -0.127 0.234
C 11.46011 -24.62809 9.76298 -1.421 0.615 1.135
H 15.85433 -21.73359 0.31967 0.808 0.084 -0.373
H 11.88049 -17.33309 4.16713 -0.546 -0.601 0.435
O 15.14863 -23.08228 6.48849 -2.981 -1.185 -1.588
O 16.63555 -20.93292 2.08278 -0.137 0.529 0.931
H 14.42394 -15.95211 4.68215 0.432 -0.132 1.226
O 14.93741 -21.89162 3.03340 -1.736 -0.925 1.357
C 17.91797 -17.31690 5.40066 -0.699 -0.821 -0.554
H 18.79809 -20.52401 3.99109 -0.779 0.097 0.470
O 14.39874 -18.04302 4.73137 0.638 -1.477 1.127
H 11.05658 -15.89283 6.15239 0.156 0.224 0.248
H 17.34750 -20.83732 11.78143 -0.024 0.034 -0.276
C 11.87072 -15.61985 5.48101 0.338 0.053 0.441
H 17.78410 -16.25987 5.63061 0.278 0.066 -0.280
C 13.86909 -16.82782 4.34545 -0.057 1.576 0.573
H 13.83612 -25.30386 5.78402 -0.259 -1.125 -0.315
O 14.26011 -21.26452 8.77043 -3.569 -1.214 1.174
C 16.34427 -22.05793 1.23775 -0.623 0.029 1.623
H 12.62372 -14.99560 5.96207 0.134 -0.482 0.760
O 12.63947 -17.83425 6.05299 -1.646 1.117 0.143
O 12.68713 -22.96023 8.86729 2.178 2.213 -0.769
C 13.94220 -23.23158 1.31259 1.351 0.388 0.223
C 15.88240 -21.01082 3.25364 1.002 2.427 1.512
H 13.53006 -22.34871 0.82395 -0.152 0.180 0.268
C 13.74480 -18.49258 5.89898 3.588 -2.288 -0.330
H 14.39447 -24.70265 4.25112 0.026 0.462 0.048
H 10.59922 -24.82029 10.40332 -0.771 -0.376 -0.514
```
Forces are in eV/Å.

charge	-2
LUMO energy	3.7	eV
Kohn-Sham gap	4.158	eV

***

Number 1: E -1244.7559 Ha. Number 2: E -5903.2623 Ha. Number 3: E -3532.8254 Ha. Number 4: E -2736.8782 Ha.